C64H58GaN6OPSi as an isolated structure. Source: the Open Molecules 2025 dataset; level of theory: wB97M-V/def2-TZVPD.

```
132
Properties=species:S:1:pos:R:3:forces:R:3:lowdin_charge:R:1
Ga -0.1076 0.2794 0.0348 -0.78 0.47 -0.12 0.556
C -2.8015 4.0422 -2.7115 -0.29 0.14 -0.09 0.005
N -1.6557 3.2068 -2.3862 0.12 -0.20 0.20 -0.032
C -1.5897 2.2985 -1.3971 -0.17 0.17 -0.17 -0.403
N -0.3752 1.7292 -1.3687 -0.04 -0.03 0.15 0.109
C 0.3600 2.3156 -2.3803 -0.16 0.16 -0.23 -0.118
C -0.4448 3.2365 -3.0214 0.34 -0.21 0.10 -0.096
C -0.1259 4.1219 -4.1484 -0.09 0.08 -0.11 -0.195
C 0.9670 4.9828 -4.0701 -0.14 0.01 0.05 -0.014
C 1.2661 5.8127 -5.1375 0.04 0.01 0.00 -0.049
C 0.4942 5.7731 -6.2900 0.01 -0.01 -0.03 -0.055
C -0.5786 4.8988 -6.3806 -0.10 -0.02 -0.01 -0.057
C -0.8956 4.0786 -5.3104 0.12 0.00 0.08 -0.040
C 1.7489 2.0528 -2.7734 0.15 -0.17 0.12 -0.188
C 2.7979 2.1630 -1.8666 -0.21 0.07 -0.17 -0.030
C 4.1043 2.0675 -2.3194 0.09 0.27 -0.15 -0.083
C 4.3698 1.8150 -3.6563 -0.02 0.03 0.04 -0.043
C 3.3228 1.6665 -4.5537 -0.04 -0.03 -0.08 -0.050
C 2.0178 1.8112 -4.1210 -0.03 -0.18 0.07 -0.033
P -3.0050 1.9222 -0.3329 0.48 -0.18 0.10 1.214
C -2.1010 1.9804 1.2360 -0.24 0.20 0.15 -0.401
N -0.9439 1.3693 1.5223 -0.08 -0.18 -0.22 0.107
C -0.6176 1.7105 2.8161 -0.04 0.24 0.20 -0.116
C -1.6034 2.5446 3.3034 0.26 -0.20 0.02 -0.091
N -2.5208 2.6950 2.2964 0.22 -0.20 -0.19 -0.031
C -3.7568 3.4578 2.3809 -0.24 0.21 -0.03 0.006
C -1.7666 3.1040 4.6515 -0.08 0.05 0.06 -0.190
C -1.7509 2.2426 5.7480 -0.10 0.05 -0.08 -0.013
C -1.9416 2.7467 7.0231 0.02 -0.01 0.02 -0.049
C -2.1279 4.1092 7.2116 0.03 0.01 0.02 -0.056
C -2.1143 4.9720 6.1259 -0.04 0.07 -0.03 -0.057
C -1.9429 4.4728 4.8448 0.07 -0.11 -0.01 -0.038
C 0.5388 1.2507 3.5941 0.17 -0.12 -0.02 -0.176
C 1.3127 2.1768 4.2936 0.03 -0.05 -0.17 -0.022
C 2.3123 1.7361 5.1443 0.02 0.01 0.02 -0.051
C 2.5309 0.3762 5.3182 -0.01 0.03 0.03 -0.063
C 1.7649 -0.5451 4.6214 -0.10 -0.08 0.05 -0.068
C 0.7767 -0.1106 3.7544 -0.13 0.26 0.13 -0.032
C -2.9394 0.1265 -0.5490 -0.11 0.01 0.04 -0.405
N -1.8722 -0.6916 -0.4505 -0.01 0.06 0.01 0.115
C -2.3554 -1.9753 -0.6693 -0.38 0.12 0.05 -0.116
C -3.7156 -1.8958 -0.9001 0.46 -0.29 0.01 -0.100
N -4.0513 -0.5786 -0.8153 0.24 0.16 0.03 -0.036
C -5.3817 -0.0348 -1.0345 -0.35 0.16 -0.04 0.004
C -4.6442 -2.9790 -1.2487 -0.17 -0.04 -0.06 -0.198
C -5.7743 -3.2308 -0.4734 0.10 -0.03 0.03 -0.038
C -6.5960 -4.3052 -0.7738 -0.07 0.01 0.01 -0.057
C -6.3050 -5.1203 -1.8574 0.03 -0.01 0.01 -0.054
C -5.1905 -4.8613 -2.6437 -0.01 -0.04 -0.01 -0.048
C -4.3555 -3.8008 -2.3379 -0.07 0.11 -0.01 -0.017
C -1.6335 -3.2465 -0.6990 0.30 0.02 0.12 -0.188
C -0.5061 -3.3955 -1.4917 -0.12 0.02 0.04 -0.022
C 0.0931 -4.6374 -1.6204 0.18 0.05 -0.06 -0.042
C -0.4300 -5.7322 -0.9533 0.03 0.00 0.00 -0.048
C -1.5568 -5.5835 -0.1557 -0.05 -0.11 0.04 -0.049
C -2.1651 -4.3499 -0.0315 0.13 0.08 0.18 -0.028
H -3.3565 4.2822 -1.8079 0.06 0.01 0.00 0.076
H -2.4502 4.9616 -3.1723 0.04 -0.03 0.02 0.108
H -3.4662 3.5304 -3.4069 0.05 0.01 -0.02 0.107
H 1.5669 5.0057 -3.1694 0.03 0.00 -0.01 0.126
H 2.1046 6.4919 -5.0702 0.02 0.01 0.00 0.115
H 0.7306 6.4199 -7.1233 0.02 0.01 -0.01 0.115
H -1.1706 4.8496 -7.2840 0.00 0.04 -0.02 0.114
H -1.7220 3.3816 -5.3836 -0.02 0.00 -0.04 0.118
H 2.5854 2.3525 -0.8205 0.01 0.05 -0.04 0.115
H 4.9216 2.2125 -1.6282 -0.03 0.03 -0.10 0.103
H 5.3922 1.7403 -4.0002 0.02 -0.01 0.01 0.116
H 3.5225 1.4466 -5.5936 0.01 0.04 -0.02 0.115
H 1.1975 1.7269 -4.8223 0.01 -0.01 -0.03 0.124
H -4.0879 3.4866 3.4156 0.05 -0.04 -0.01 0.107
H -3.6056 4.4786 2.0312 0.03 -0.02 0.04 0.107
H -4.5230 2.9859 1.7709 0.02 -0.02 0.03 0.075
H -1.6066 1.1816 5.5890 0.02 -0.02 0.04 0.125
H -1.9455 2.0763 7.8714 0.00 -0.01 0.01 0.115
H -2.2789 4.5020 8.2074 0.02 0.00 0.02 0.115
H -2.2356 6.0361 6.2745 -0.02 0.01 0.02 0.114
H -1.9197 5.1454 3.9958 -0.01 0.04 0.01 0.118
H 1.1358 3.2363 4.1609 -0.02 0.03 0.04 0.125
H 2.9162 2.4553 5.6805 0.01 0.01 0.00 0.115
H 3.3062 0.0365 5.9913 0.00 -0.01 0.03 0.118
H 1.9212 -1.6069 4.7597 0.05 -0.04 -0.04 0.114
H 0.1668 -0.8265 3.2234 0.02 0.24 0.28 0.078
H -5.9360 -0.7115 -1.6797 0.06 -0.01 0.00 0.108
H -5.9218 0.0736 -0.0943 0.05 -0.05 0.00 0.108
H -5.3095 0.9385 -1.5131 0.00 -0.04 -0.02 0.074
H -5.9880 -2.6120 0.3902 -0.02 0.00 0.02 0.119
H -7.4588 -4.5139 -0.1563 -0.01 0.02 0.00 0.114
H -6.9415 -5.9648 -2.0827 -0.02 0.01 -0.02 0.115
H -4.9688 -5.4945 -3.4917 0.02 0.00 0.00 0.115
H -3.4763 -3.6067 -2.9387 0.02 -0.02 0.00 0.127
H -0.1280 -2.5452 -2.0383 0.03 -0.06 -0.05 0.089
H 0.9627 -4.7383 -2.2540 0.08 -0.03 -0.03 0.108
H 0.0299 -6.7057 -1.0554 0.03 0.00 -0.02 0.114
H -1.9700 -6.4412 0.3578 0.00 0.01 0.03 0.115
H -3.0459 -4.2393 0.5875 -0.01 0.00 0.00 0.125
C 4.7631 0.4466 0.0523 -0.29 -0.32 0.20 -0.100
C 4.3112 -0.6904 0.9696 0.06 -0.23 -0.04 -0.580
C 4.1842 -0.1426 2.3919 -0.19 -0.13 -0.14 -0.077
C 5.4137 -1.7605 0.9644 -0.13 0.02 -0.03 -0.080
Si 2.6741 -1.4672 0.3616 -0.13 0.24 0.08 0.636
O 1.5145 -0.2467 0.3646 0.15 -0.39 -0.14 -0.234
C 2.8072 -2.1107 -1.4136 0.04 0.05 0.34 -0.202
C 3.6998 -3.1309 -1.7562 -0.05 0.02 0.10 -0.086
C 3.8134 -3.5805 -3.0627 0.10 -0.13 0.04 -0.069
C 3.0222 -3.0339 -4.0603 -0.12 0.00 -0.01 -0.071
C 2.1075 -2.0417 -3.7391 0.02 0.02 -0.06 -0.080
C 2.0137 -1.5894 -2.4326 0.14 0.13 0.08 -0.139
C 2.0597 -2.7938 1.5679 0.17 0.14 -0.26 -0.189
C 0.8007 -2.6984 2.1551 -0.03 -0.10 -0.36 -0.147
C 0.3898 -3.5545 3.1634 -0.10 -0.09 0.00 -0.085
C 1.2343 -4.5683 3.5904 -0.06 0.03 0.00 -0.071
C 2.4657 -4.7299 2.9762 0.14 -0.09 0.03 -0.063
C 2.8722 -3.8535 1.9824 0.01 0.04 -0.06 -0.081
H 5.7456 0.8022 0.3731 0.05 0.04 0.01 0.102
H 4.0601 1.2793 0.1089 0.14 -0.11 0.06 0.055
H 4.8387 0.1193 -0.9855 0.02 -0.03 0.06 0.078
H 5.1560 0.2362 2.7196 0.01 0.03 0.04 0.097
H 3.8654 -0.9141 3.0938 0.05 0.02 -0.01 0.070
H 3.4660 0.6780 2.4300 -0.06 0.04 0.11 0.077
H 6.3519 -1.3056 1.2904 0.05 -0.01 0.00 0.095
H 5.5697 -2.1670 -0.0352 0.11 -0.03 0.03 0.070
H 5.1847 -2.5717 1.6540 0.14 0.00 0.00 0.064
H 4.3100 -3.5928 -0.9896 0.02 -0.03 -0.05 0.095
H 4.5180 -4.3666 -3.3008 0.01 -0.01 0.00 0.112
H 3.1021 -3.3919 -5.0779 0.02 0.01 -0.02 0.110
H 1.4717 -1.6236 -4.5074 -0.03 0.05 -0.05 0.107
H 1.2929 -0.8157 -2.1899 0.02 0.16 -0.11 0.068
H 0.1237 -1.9226 1.8099 -0.03 -0.20 -0.04 0.061
H -0.5821 -3.4282 3.6245 -0.04 -0.03 -0.02 0.112
H 0.9300 -5.2335 4.3872 -0.01 -0.02 0.00 0.110
H 3.1221 -5.5329 3.2849 0.00 -0.01 -0.01 0.112
H 3.8410 -4.0017 1.5240 -0.02 -0.07 0.04 0.088
```
Positions in Å, forces in eV/Å.

Values from the calculation:
LUMO (Ha): -0.184
HOMO-LUMO gap (Eh): 0.2844
Charge: +2

C64H65Ge2O4PPdS4 as an isolated structure at a distorted geometry. Source: the Open Molecules 2025 dataset; level of theory: wB97M-V/def2-TZVPD.

```
141
Properties=species:S:1:pos:R:3:forces:R:3:lowdin_charge:R:1
Pd 0.9558 0.3947 0.6911 0.24 -1.10 -0.86 0.498
O -1.9489 -1.8007 -2.0653 -0.11 -0.34 -0.54 0.082
C -1.8875 -1.1970 -1.0297 -0.75 0.14 0.24 -0.690
O -0.8482 -0.7677 -0.4025 0.58 0.11 0.20 -0.265
C -3.1011 -0.7543 -0.1665 0.73 0.12 0.10 -0.125
P -2.0809 0.1140 1.1044 -0.87 -0.60 0.40 0.634
C -3.3700 0.7639 2.2458 0.32 -0.15 -0.17 -0.342
C -3.4113 0.4307 3.5928 0.04 -0.07 -0.06 -0.076
C -4.3872 0.9735 4.4103 -0.09 0.08 0.15 -0.075
C -5.3289 1.8420 3.8869 -0.03 0.04 0.05 -0.081
C -5.3059 2.1592 2.5374 -0.06 0.05 -0.06 -0.089
C -4.3252 1.6280 1.7223 -0.02 -0.03 0.02 -0.124
C -1.0957 -0.9549 2.2141 -0.13 0.49 -0.22 -0.349
C -0.2109 -0.3344 3.1043 -0.39 0.11 0.13 -0.204
C 0.6430 -1.1162 3.8727 -0.08 -0.21 0.04 -0.084
C 0.5951 -2.4981 3.7653 0.00 0.30 0.14 -0.054
C -0.3052 -3.1080 2.9062 -0.17 0.02 -0.11 -0.051
C -1.1470 -2.3390 2.1209 0.00 0.02 0.05 -0.055
H -3.7102 -1.5617 0.2468 0.13 0.00 0.00 0.105
H -3.7647 -0.0687 -0.6991 0.10 0.00 0.09 0.097
H -2.6828 -0.2567 3.9994 0.00 0.00 0.07 0.098
H -4.4117 0.7222 5.4605 0.01 -0.03 0.09 0.104
H -6.0776 2.2795 4.5300 -0.10 0.00 0.05 0.103
H -6.0487 2.8261 2.1253 -0.06 0.08 -0.03 0.106
H -4.2808 1.8903 0.6731 -0.07 0.09 -0.07 0.100
H -0.2580 0.7495 3.2592 0.08 -0.35 -0.13 0.058
H 1.3483 -0.6400 4.5390 0.03 0.01 0.03 0.082
H 1.2659 -3.1053 4.3534 0.08 -0.05 0.04 0.104
H -0.3276 -4.1829 2.8119 0.02 -0.04 -0.01 0.118
H -1.8230 -2.8139 1.4232 0.04 -0.06 -0.06 0.122
C 3.8437 -3.6511 2.7891 -0.08 -0.04 -0.04 -0.034
C 4.3697 -2.3931 2.1760 0.13 0.03 -0.07 -0.247
C 4.7955 -1.3263 2.9535 -0.03 -0.05 -0.12 -0.003
C 5.3224 -0.1801 2.3796 0.01 0.01 -0.15 -0.249
C 5.8635 0.9284 3.2321 -0.03 -0.04 -0.04 -0.033
C 5.3709 -0.0799 0.9864 -0.05 -0.25 0.20 -0.172
C 4.9380 -1.1388 0.1838 0.03 -0.06 0.09 -0.199
C 4.9684 -1.0376 -1.3121 0.02 0.02 0.01 -0.020
C 4.4615 -2.2868 0.7943 0.20 0.07 0.12 -0.008
C 6.0191 1.1036 0.3814 0.08 -0.09 0.01 -0.235
C 7.3625 1.0139 0.0335 0.00 0.04 0.03 -0.021
C 8.0177 2.0978 -0.5172 0.02 -0.04 -0.01 -0.044
C 7.3351 3.2849 -0.7061 -0.06 0.05 -0.02 -0.017
C 5.9929 3.4009 -0.3588 0.13 -0.03 -0.03 -0.234
C 5.3399 2.2992 0.1838 -1.11 -0.10 0.11 -0.191
Ge 3.3497 2.3529 0.5265 0.84 0.86 1.24 0.152
S 2.1852 1.4743 -1.1406 -0.51 -0.29 0.47 0.420
S 2.4383 1.3907 2.4321 -0.26 0.86 -0.86 0.324
Ge 0.8830 3.3236 2.2235 1.15 0.52 0.84 0.598
S -1.1431 1.8258 0.5542 0.40 0.56 0.11 0.380
S 2.5134 4.4091 1.0339 -0.08 -0.87 -0.49 0.345
C 0.6127 4.5354 3.8924 -0.09 -0.78 -0.83 -0.214
C -0.1681 5.6499 3.6074 0.00 0.07 0.13 -0.257
C -0.6057 6.4647 4.6427 0.00 0.00 -0.01 -0.022
C -0.2807 6.1561 5.9519 -0.07 0.13 0.03 -0.052
C 0.5240 5.0672 6.2231 0.09 -0.11 -0.06 -0.016
C 0.9785 4.2424 5.1958 -0.01 0.07 0.14 -0.225
C 1.8532 3.1003 5.5383 0.18 -0.20 0.12 -0.161
C 3.2392 3.2368 5.4496 -0.07 -0.03 0.01 -0.218
C 3.8620 4.4886 4.9060 -0.03 0.01 0.00 -0.019
C 4.0439 2.2080 5.9169 -0.09 -0.04 0.02 -0.021
C 3.5044 1.0466 6.4459 -0.01 0.03 0.03 -0.263
C 4.3811 -0.0486 6.9734 -0.02 -0.03 -0.04 -0.043
C 2.1227 0.9132 6.4861 0.10 0.09 -0.04 -0.024
C 1.2890 1.9279 6.0438 0.02 -0.01 -0.04 -0.219
C -0.2025 1.7833 6.1269 0.02 -0.01 0.02 -0.026
C -0.4981 5.9514 2.1968 -0.11 0.28 -0.19 -0.194
C 0.3507 6.7570 1.4353 -0.13 -0.04 0.02 -0.253
C 1.5723 7.4071 2.0164 -0.01 -0.04 -0.01 -0.045
C 0.0341 6.9854 0.1029 -0.11 -0.07 -0.02 -0.007
C -1.1133 6.4653 -0.4729 0.09 0.08 0.02 -0.256
C -1.4321 6.7040 -1.9174 0.00 -0.05 0.01 -0.044
C -1.9761 5.7169 0.3187 0.10 -0.01 0.05 -0.005
C -1.6876 5.4547 1.6465 -0.05 0.02 -0.04 -0.232
C -2.6530 4.6937 2.5047 0.05 -0.05 -0.02 -0.032
C 5.3357 4.7134 -0.5405 -0.07 0.30 -0.20 -0.196
C 4.6487 5.0253 -1.7104 0.11 -0.03 0.13 -0.226
C 4.4499 4.0194 -2.8044 -0.02 -0.04 0.02 -0.032
C 4.1427 6.3102 -1.8686 -0.02 0.08 0.12 -0.006
C 4.3092 7.2799 -0.8963 -0.03 -0.02 -0.06 -0.273
C 3.7800 8.6706 -1.0791 0.01 -0.04 0.00 -0.044
C 4.9807 6.9431 0.2745 0.01 -0.12 -0.06 -0.028
C 5.4944 5.6741 0.4660 0.01 0.10 0.00 -0.247
C 6.2045 5.3126 1.7359 -0.02 0.06 -0.02 -0.021
H 3.7119 -3.5373 3.8626 0.01 -0.03 0.12 0.069
H 4.5341 -4.4757 2.6097 0.03 -0.07 0.04 0.087
H 2.8904 -3.9126 2.3309 -0.09 -0.03 -0.01 0.063
H 4.7346 -1.3923 4.0309 0.01 -0.04 0.15 0.102
H 5.8929 0.6206 4.2729 0.00 0.02 0.13 0.068
H 5.2313 1.8155 3.1542 0.03 0.11 0.08 0.050
H 6.8691 1.2031 2.9136 0.05 0.07 0.05 0.090
H 5.7550 -0.3695 -1.6568 0.03 -0.03 -0.08 0.076
H 4.0174 -0.6404 -1.6712 -0.07 -0.01 -0.14 0.042
H 5.1118 -2.0183 -1.7597 -0.04 -0.04 -0.08 0.089
H 4.1429 -3.1201 0.1849 -0.08 -0.10 -0.09 0.128
H 7.8783 0.0786 0.1960 0.05 -0.08 0.02 0.130
H 9.0576 2.0167 -0.7968 0.09 0.01 -0.03 0.108
H 7.8344 4.1404 -1.1372 0.05 0.11 -0.02 0.127
H -1.2061 7.3338 4.4158 -0.08 0.09 -0.03 0.125
H -0.6558 6.7658 6.7618 0.03 0.08 0.04 0.107
H 0.8074 4.8393 7.2403 0.04 -0.05 0.12 0.125
H 3.3356 4.8386 4.0177 0.07 0.05 -0.04 0.055
H 4.9051 4.3139 4.6494 0.06 0.03 -0.02 0.073
H 3.8229 5.2842 5.6520 0.00 0.11 -0.01 0.094
H 5.1171 2.3305 5.8834 0.14 -0.02 -0.03 0.114
H 5.4158 0.2781 7.0455 0.08 -0.03 0.01 0.078
H 4.3391 -0.9185 6.3178 0.05 -0.10 -0.01 0.068
H 4.0453 -0.3636 7.9602 0.04 -0.05 0.06 0.082
H 1.6914 0.0093 6.8953 -0.09 -0.11 0.04 0.122
H -0.4842 0.7387 6.2364 -0.05 -0.08 -0.01 0.078
H -0.6804 2.1916 5.2357 -0.13 -0.02 0.00 0.073
H -0.5908 2.3336 6.9841 -0.11 0.04 0.03 0.089
H 1.7587 7.0688 3.0318 0.10 0.04 0.07 0.076
H 1.4413 8.4900 2.0285 0.04 0.06 0.05 0.094
H 2.4442 7.1729 1.4079 0.10 0.06 -0.01 0.032
H 0.7065 7.5854 -0.4935 0.09 0.10 -0.13 0.114
H -0.7588 7.4385 -2.3520 0.02 0.04 -0.07 0.074
H -2.4559 7.0556 -2.0325 -0.06 0.03 -0.06 0.081
H -1.3360 5.7742 -2.4772 0.00 -0.03 -0.11 0.085
H -2.8941 5.3390 -0.1091 -0.12 -0.08 -0.04 0.121
H -3.5730 4.4944 1.9633 -0.05 -0.07 -0.03 0.071
H -2.8929 5.2579 3.4044 -0.05 -0.01 0.09 0.088
H -2.2238 3.7393 2.8171 -0.08 -0.09 0.05 0.062
H 4.8619 3.0489 -2.5367 0.00 -0.05 -0.09 0.069
H 4.9276 4.3581 -3.7229 0.02 -0.03 -0.09 0.090
H 3.3869 3.8969 -3.0071 -0.08 -0.05 -0.08 0.075
H 3.6152 6.5511 -2.7809 -0.08 0.07 -0.12 0.121
H 3.3663 8.8038 -2.0755 -0.05 0.06 -0.06 0.077
H 4.5736 9.4018 -0.9296 -0.01 0.08 -0.01 0.084
H 2.9988 8.8759 -0.3478 -0.08 0.09 0.04 0.064
H 5.1079 7.6915 1.0442 0.02 0.08 0.13 0.123
H 6.1524 6.1275 2.4529 0.00 0.05 0.08 0.082
H 7.2518 5.0831 1.5414 0.07 -0.05 0.07 0.088
H 5.7471 4.4265 2.1768 0.03 -0.06 0.11 0.068
C 1.4758 -2.2443 -1.3213 -0.03 0.13 0.50 -0.012
C 1.4941 -2.5821 0.1816 -0.17 -0.42 -2.03 -0.715
O 1.3642 -3.7524 0.5128 0.05 -0.39 0.37 0.022
O 1.6826 -1.6282 0.9965 -0.04 1.57 1.11 -0.129
H 0.5138 -2.5472 -1.7308 0.04 0.07 -0.07 0.069
H 2.2574 -2.8103 -1.8235 0.11 -0.05 0.00 0.079
H 1.6203 -1.1681 -1.4746 -0.06 -0.38 -0.17 0.002
```
Positions in Å, forces in eV/Å.

Values from the calculation:
LUMO (spin up / spin down) (Ha): 0.009 / -0.123
Multiplicity: 5
ΔE to the lowest compared entry with this formula, charge and spin (kcal per mole): 23.3
Expectation value of S²: 6.022
HOMO-LUMO gap (spin up / spin down) (Eh): 0.2850 / 0.1821